{"formula": "C6H7INOP", "method": "ωB97M-V/def2-TZVPD", "symbols": ["C", "P", "I", "C", "C", "N", "C", "C", "C", "O", "H", "H", "H", "H", "H", "H", "H"], "xyz": [[-1.69031, 2.24883, 1.08261], [-1.71959, 0.37156, 1.30680], [-3.43639, 0.07743, -0.45907], [-0.21192, -0.29588, 0.28166], [0.40169, -1.25513, 1.18889], [1.37703, -2.09306, 0.87948], [1.82489, -2.12144, -0.38155], [1.55953, -1.06507, -1.20889], [0.59678, -0.06189, -0.91168], [0.64431, 0.98150, -1.79317], [-2.71731, 2.41926, 1.19182], [-1.00581, 2.69822, 1.92214], [-1.31731, 2.44222, 0.12523], [0.07844, -1.35582, 2.21443], [2.40884, -3.06329, -0.70105], [1.88700, -0.88728, -2.24666], [1.32014, 0.95984, -2.49098]], "forces_ev_per_a": [[2.4, -1.5, 2.8], [1.1, 0.5, -2.0], [0.0, -0.2, 0.1], [1.0, 0.5, 1.1], [0.2, 0.4, -2.0], [-0.2, -0.8, 0.0], [0.7, -1.0, -0.1], [-1.0, 0.8, -1.2], [0.9, -1.2, 0.9], [-2.0, 0.7, 1.0], [-1.3, 1.1, 0.3], [-1.5, -0.7, -1.6], [0.4, 0.7, -1.4], [-0.4, 0.2, 0.0], [-0.7, 1.9, 0.5], [0.6, -1.0, 0.6], [-0.2, -0.7, 0.7]], "nbo_charge": [-0.92, 0.69, -0.16, -0.44, 0.05, -0.45, 0.06, -0.34, 0.37, -0.67, 0.23, 0.23, 0.23, 0.21, 0.21, 0.20, 0.50], "total_energy_ha": -1001.83257, "multiplicity": 1, "e_above_lowest_kcal_mol": 0.00, "smiles": "CP(I)c1cnccc1O"}

{"formula": "C5H8O2", "method": "ωB97M-V/def2-TZVPD", "symbols": ["O", "C", "C", "C", "O", "C", "C", "H", "H", "H", "H", "H", "H", "H", "H"], "xyz": [[2.23400, 0.26602, -0.44006], [1.15818, 0.36827, 0.46523], [-0.01368, 1.27901, 0.00152], [-0.93550, 0.06701, 0.11165], [-2.20126, 0.08798, 0.66832], [-0.46807, -1.03641, -0.77822], [0.20360, -0.81444, 0.55864], [2.39705, -0.67079, -0.59641], [1.52796, 0.67555, 1.45060], [-0.25410, 2.04943, 0.73786], [0.10124, 1.72862, -0.98982], [-2.83071, 0.29669, -0.03359], [-1.12478, -1.90204, -0.79939], [0.05721, -0.82764, -1.70922], [0.21694, -1.58471, 1.32275]], "forces_ev_per_a": [[0.1, -0.2, -0.1], [-0.2, 0.1, 0.2], [-0.1, 0.1, 0.0], [0.2, 0.0, -0.1], [-0.2, 0.1, -0.1], [-0.1, -0.1, -0.2], [0.1, -0.1, 0.2], [0.1, 0.1, 0.0], [0.0, -0.1, -0.1], [0.0, -0.1, -0.1], [0.0, -0.1, 0.1], [0.0, 0.0, 0.1], [0.1, 0.1, 0.0], [-0.1, 0.0, 0.2], [0.0, 0.1, -0.1]], "nbo_charge": [-0.72, 0.11, -0.44, 0.26, -0.69, -0.46, -0.28, 0.47, 0.17, 0.22, 0.21, 0.47, 0.23, 0.21, 0.23], "total_energy_ha": -345.72757, "multiplicity": 1, "e_above_lowest_kcal_mol": 48.56, "smiles": "O[C@H]1C[C@@]2(O)C[C@@H]12"}

{"formula": "C2H8NOS", "method": "ωB97M-V/def2-TZVPD", "symbols": ["C", "C", "S", "N", "H", "H", "H", "H", "H", "H", "H", "H", "O"], "xyz": [[-1.56242, -0.29130, -0.40072], [-0.24304, 0.31983, 0.12663], [1.28657, -0.38883, -0.58544], [-2.02510, -1.36778, 0.49554], [-1.45647, -0.66436, -1.41016], [-2.31168, 0.50869, -0.42440], [-0.23395, 0.12193, 1.19976], [-0.25215, 1.39307, -0.05062], [-1.18403, -1.91664, 0.70082], [-2.57990, -2.02379, -0.03485], [3.98087, 1.20864, -0.43959], [2.81675, 1.42590, 0.44763], [3.76455, 1.67465, 0.37541]], "forces_ev_per_a": [[0.1, 0.5, 0.4], [-0.1, -0.6, -0.4], [-0.1, -0.1, 0.0], [0.6, -0.3, 0.1], [0.3, 0.1, -0.4], [-0.2, -0.1, 0.1], [-0.1, 0.3, 0.1], [-0.1, 0.1, 0.1], [-0.1, 0.2, 0.1], [-0.3, 0.0, -0.1], [0.0, 0.0, 0.0], [0.4, -0.2, -0.1], [-0.4, 0.1, 0.0]], "nbo_charge": [-0.23, -0.53, -0.74, -0.85, 0.17, 0.15, 0.18, 0.18, 0.36, 0.33, 0.47, 0.50, -0.99], "total_energy_ha": -609.21452, "total_charge": -1, "multiplicity": 1, "e_above_lowest_kcal_mol": 5.94}